[1]
A cluster of 2 separate species, C22H18FN2 in total at a distorted geometry. Source: the Open Molecules 2025 dataset; level of theory: ωB97M-V with the def2-TZVPD basis set.

Calculated values
- E_HOMO: -0.4063 Ha
- Net charge: +1
- Maximum force: 1.94 eV/Å

```
43
Properties=species:S:1:pos:R:3:forces:R:3:nbo_charge:R:1
F 4.8986 0.2784 2.7639 -1.91 -0.34 -0.05 -0.294
C 3.5601 -0.0152 2.7017 1.31 0.01 0.16 0.497
C 3.1787 -1.3550 2.7219 -0.22 -0.05 0.02 -0.297
C 1.8268 -1.6387 2.6541 -0.39 0.17 -0.10 -0.064
C 0.8317 -0.6142 2.5501 0.83 -0.15 -0.08 -0.187
C -0.5125 -1.0566 2.5108 0.34 0.39 -0.09 0.204
C -1.7414 -0.3704 2.6384 -1.13 0.15 0.37 -0.197
C -2.9153 -1.1908 2.5946 0.56 0.22 -0.16 -0.087
C -4.1860 -0.6461 2.6326 -0.15 0.06 0.07 -0.217
C -4.3529 0.7465 2.6816 0.49 -0.52 -0.12 -0.099
C -3.2207 1.5706 2.7493 0.34 0.09 0.16 -0.244
C -1.9365 1.0314 2.8195 -0.21 -0.21 -0.25 -0.053
C 1.2924 0.7302 2.4683 0.33 -0.05 0.24 -0.060
C 2.6459 1.0306 2.6054 -0.66 0.08 -0.14 -0.286
H 3.9157 -2.1511 2.7927 -0.08 0.27 -0.02 0.262
H 1.4797 -2.6744 2.6728 0.24 0.27 0.04 0.228
H -0.6215 -2.1339 2.3816 0.03 0.14 0.12 0.219
H -2.7677 -2.2713 2.5295 -0.20 0.31 -0.05 0.226
H -5.0526 -1.3078 2.6219 0.23 0.24 -0.02 0.242
H -5.3560 1.1734 2.6865 0.31 -0.06 -0.04 0.242
H -3.3498 2.6543 2.7692 0.07 -0.34 0.19 0.239
H -1.0862 1.6794 3.0284 -0.42 -0.12 -0.20 0.213
H 0.5879 1.5325 2.2574 0.38 -0.22 0.11 0.225
H 2.9907 2.0624 2.6230 -0.01 -0.28 -0.18 0.260
C -3.3814 2.2685 -5.2360 0.13 -0.12 0.24 -0.216
C -3.1414 2.8536 -3.9837 0.02 -0.56 0.10 -0.182
C -2.5165 2.1123 -2.9720 0.13 0.09 -0.60 -0.259
C -1.9590 0.8632 -3.2824 -0.53 0.50 -0.75 0.224
N -1.2247 0.1866 -2.2916 0.68 -0.85 1.29 -0.369
C -1.2086 0.4827 -0.9373 0.84 -1.08 -1.01 0.176
N -0.3726 -0.3204 -0.2977 -0.49 0.33 0.15 -0.510
C 0.1649 -1.1832 -1.2302 -0.85 0.79 -0.71 -0.099
C -0.3636 -0.8970 -2.4676 -0.03 0.53 0.77 -0.065
C -2.1143 0.3029 -4.5589 -0.51 0.38 0.10 -0.256
C -2.9079 0.9763 -5.5038 0.23 0.20 0.45 -0.179
H -3.9470 2.8188 -5.9925 0.25 -0.23 0.26 0.230
H -3.4408 3.8814 -3.7792 -0.12 -0.34 -0.06 0.226
H -2.4215 2.5187 -1.9622 0.06 0.03 -0.54 0.210
H -1.8220 1.2728 -0.5225 0.23 -0.29 0.10 0.203
H 0.8958 -1.9369 -0.9870 -0.05 0.03 0.09 0.214
H -0.1725 -1.3407 -3.4247 -0.01 0.04 -0.09 0.229
H -1.6609 -0.6614 -4.7968 -0.31 0.31 0.06 0.222
H -3.1609 0.4881 -6.4450 0.26 0.20 0.19 0.229
```
Forces are in eV/Å.

[2]
The molecule C22H18N6 at a distorted geometry. Source: the Open Molecules 2025 dataset; level of theory: ωB97M-V with the def2-TZVPD basis set.

Calculated values
- E_HOMO: -0.3218 Ha
- SMILES: Cc1cc2ncccc2cc1[C@H](C)n1cnc2ncc(-c3ccncc3)nc21
- Energy above the lowest of the compared OMol25 structures with the same formula, charge and spin: 15.4 kcal per mole
- Maximum force: 3.27 eV/Å

```
46
Properties=species:S:1:pos:R:3:forces:R:3:nbo_charge:R:1
C 0.0184 1.7085 -1.1461 -0.32 0.15 -0.18 -0.641
C -0.2275 2.1914 0.2476 0.27 1.73 -0.11 0.016
C 0.0712 3.5329 0.5409 0.07 -1.85 -1.03 -0.178
C -0.1919 4.0922 1.7834 -0.71 -0.24 0.91 0.138
N 0.0009 5.3900 1.9594 0.44 3.04 1.13 -0.400
C -0.3120 5.9808 3.1289 -0.13 -2.34 -1.88 0.050
C -0.8625 5.2619 4.1746 -0.05 -1.86 1.07 -0.267
C -1.0392 3.8767 4.0495 -0.36 0.91 0.52 -0.121
C -0.7511 3.2880 2.7993 0.06 -0.40 0.25 -0.109
C -0.9995 1.9365 2.5033 -0.36 -1.65 -0.56 -0.166
C -0.7637 1.3540 1.2454 -0.47 0.22 1.24 -0.039
C -1.0886 -0.1366 0.9216 0.67 0.80 0.72 -0.049
C -2.1730 -0.6863 1.8225 -0.33 -0.66 0.71 -0.620
N 0.1605 -0.9530 1.0573 -1.31 0.46 0.69 -0.381
C 0.8737 -1.2065 2.2509 0.31 -0.19 -0.83 0.236
N 1.9009 -1.9998 2.0638 -0.63 0.82 0.25 -0.434
C 1.8517 -2.3006 0.7249 1.02 -1.34 -0.43 0.249
N 2.7305 -3.0956 0.1050 -0.99 -0.50 -2.38 -0.338
C 2.4090 -3.4081 -1.2109 -0.99 0.84 1.63 -0.018
C 1.2005 -2.9136 -1.8291 0.73 0.49 1.79 0.143
C 0.8379 -3.3108 -3.2054 0.08 -0.75 -1.04 -0.042
C 1.4334 -4.3963 -3.8716 0.21 0.08 -0.42 -0.226
C 1.1335 -4.6399 -5.2318 -1.19 1.27 1.91 0.032
N 0.1615 -3.9444 -5.8350 0.19 -0.95 -1.41 -0.414
C -0.5186 -2.9993 -5.2004 1.05 -0.65 0.23 0.030
C -0.1434 -2.6465 -3.9342 -0.94 1.19 1.67 -0.225
N 0.3786 -2.0414 -1.1691 0.44 -0.13 0.42 -0.422
C 0.7197 -1.7468 0.0978 0.98 -0.74 -1.30 0.293
H -0.8752 1.3318 -1.6767 0.31 0.08 0.41 0.220
H 0.4068 2.5370 -1.7191 0.12 0.14 -0.32 0.224
H 0.7684 0.9405 -1.1319 0.33 -0.61 -0.20 0.225
H 0.5456 4.1711 -0.1958 -0.20 -0.04 -0.08 0.225
H -0.2081 7.0177 3.2943 0.48 1.12 -0.51 0.194
H -1.0423 5.7816 5.1109 -0.18 -0.21 -0.06 0.219
H -1.4377 3.2613 4.8938 0.37 0.61 -0.88 0.218
H -1.4578 1.3423 3.3047 0.23 0.15 -0.36 0.205
H -1.4554 -0.2233 -0.1229 0.61 -0.01 0.57 0.243
H -3.0764 -0.0846 1.6529 0.11 -0.32 0.21 0.228
H -2.3551 -1.7381 1.5345 -0.12 0.48 0.15 0.227
H -1.9400 -0.6947 2.9283 -0.08 0.16 -1.26 0.210
H 0.6156 -0.8048 3.2473 -0.05 -0.03 -1.00 0.219
H 3.0487 -4.1185 -1.7674 -0.22 0.75 0.65 0.208
H 2.1205 -5.0597 -3.3550 0.02 0.13 -0.15 0.211
H 1.6124 -5.4563 -5.7438 0.03 -0.02 -0.37 0.199
H -1.3624 -2.5145 -5.6810 0.19 -0.12 -0.21 0.199
H -0.7187 -1.8766 -3.4152 0.30 -0.04 -0.16 0.227
```
Forces are in eV/Å.

> Look up the E_HOMO of the second one.

-0.3218 Ha

> The highest E_HOMO belongs to which entry?

C22H18N6

> What is the formula in the second record?

C22H18N6